No. 1
Molecular formula: C6H12N
Method: DFT, wB97M-V/def2-TZVPD

```
19
Properties=species:S:1:pos:R:3
C -2.298 0.455 -1.564
C -2.155 -0.318 -0.231
C -1.159 0.313 0.747
C 0.156 -0.401 0.725
C 1.338 0.203 0.687
N 2.524 -0.533 0.464
C 3.690 -0.018 0.343
H -1.432 0.329 -2.221
H -3.155 0.046 -2.081
H -2.405 1.520 -1.365
H -3.174 -0.319 0.159
H -1.911 -1.351 -0.479
H -0.942 1.369 0.650
H -1.579 0.039 1.719
H 0.089 -1.471 0.914
H 1.503 1.259 0.827
H 2.524 -1.551 0.448
H 3.924 1.040 0.398
H 4.462 -0.611 -0.140
```

Total energy: -290.2614 Eh
SMILES string: C=[NH+]/C=C/CCC
HOMO: -14.09 eV
Frontier orbital gap: 8.74 eV
LUMO energy: -5.36 eV
Charge: +1

Mulliken population analysis, charges in e, atoms 1 to 8: -1.215 -0.467 -0.529 -0.394 -0.038 -0.039 -0.150 0.300


No. 2
Molecular formula: C6H12N2
Method: DFT, wB97M-V/def2-TZVPD

```
20
Properties=species:S:1:pos:R:3
C -1.777 -1.759 -1.108
C -0.850 -2.062 -2.271
H -1.894 -2.589 -0.393
H -1.283 -1.021 -0.471
H -2.854 -1.588 -1.442
H 0.034 -2.558 -1.866
H -1.404 -2.514 -3.145
H -0.303 -1.221 -2.788
C 2.305 2.164 0.294
C -0.213 1.721 0.855
C 1.133 1.236 0.694
C 0.365 -0.175 2.146
N -0.677 0.743 1.782
N 1.470 0.197 1.514
H -0.823 2.615 0.589
H -1.515 0.591 2.112
H 2.307 2.740 -0.685
H 3.287 1.633 0.327
H 0.334 -1.064 2.700
H 2.359 2.910 1.156
```

Total energy: -345.2601 Eh
SMILES string: Cc1c[nH]cn1.CC
HOMO: -8.48 eV
Frontier orbital gap: 9.42 eV
LUMO energy: 0.93 eV

Mulliken population analysis, charges in e, atoms 1 to 8: -0.391 -0.854 0.261 -0.088 0.277 0.267 0.279 0.267


No. 3
Molecular formula: C6H12N2
Method: DFT, wB97M-V/def2-TZVPD

```
20
Properties=species:S:1:pos:R:3
C -1.912 2.419 0.542
C -1.951 0.897 0.438
H -2.896 2.845 0.698
H -1.257 2.697 1.377
H -1.402 2.865 -0.313
H -2.719 0.659 -0.295
H -2.007 0.368 1.393
H -1.014 0.402 0.155
C 2.778 -0.555 0.659
C 0.212 -0.801 -1.808
C 1.535 -0.840 -0.088
C 0.678 -1.935 0.022
N 1.201 -0.188 -1.214
N -0.108 -1.937 -1.067
H -0.272 -0.509 -2.716
H -0.781 -2.619 -1.361
H 0.594 -2.507 0.932
H 3.269 0.308 0.206
H 3.472 -1.384 0.768
H 2.578 -0.186 1.671
```

Total energy: -345.3068 Eh
SMILES string: Cc1c[nH]cn1.CC
HOMO: -8.41 eV
Frontier orbital gap: 9.32 eV
LUMO energy: 0.91 eV

Mulliken population analysis, charges in e, atoms 1 to 8: -0.936 -0.330 0.297 0.264 0.296 0.293 0.308 -0.112


No. 4
Molecular formula: C6H12N2
Method: DFT, wB97M-V/def2-TZVPD

```
20
Properties=species:S:1:pos:R:3
C -0.638 1.986 0.893
C 1.803 0.426 1.047
C 0.283 -1.585 0.836
C 0.407 -0.148 1.051
N -0.661 0.543 0.842
H -0.320 2.343 1.883
H 0.036 2.426 0.155
H -1.652 2.346 0.721
H 1.863 1.317 1.670
H 2.088 0.715 0.034
H 2.522 -0.308 1.401
H -0.720 -1.951 1.020
H 0.988 -2.190 1.401
H 0.260 -1.645 -0.380
C -1.158 0.108 -1.660
N -0.517 -2.154 -2.549
C -0.659 -1.102 -1.917
H -1.170 -2.345 -3.309
H -0.686 0.997 -2.045
H -2.069 0.220 -1.094
```

Total energy: -345.2039 Eh
SMILES string: CN=C(C)C.C=C=N
HOMO: -8.31 eV
Frontier orbital gap: 9.10 eV
LUMO energy: 0.79 eV

Mulliken population analysis, charges in e, atoms 1 to 8: -1.068 -1.329 -1.114 0.991 -0.479 0.394 0.359 0.295


No. 5
Molecular formula: C6H12N2
Method: DFT, wB97M-V/def2-TZVPD

```
20
Properties=species:S:1:pos:R:3
C 0.707 1.899 -0.142
C 0.055 0.751 0.503
C -1.263 0.546 -0.173
C -1.732 -0.815 0.221
C -0.455 -1.642 -0.146
C 2.060 -0.883 -0.108
H -0.292 2.603 -0.491
H 1.515 2.781 0.552
H 1.275 1.534 -1.149
H -0.054 0.985 1.679
H -1.144 0.670 -1.238
H -3.202 0.588 0.605
H -1.922 -0.890 1.304
H -0.299 -2.485 0.464
H -0.494 -2.046 -1.192
H 2.477 -0.827 -1.149
H 2.135 -2.059 0.166
H 2.846 -0.198 0.320
N -2.771 0.101 -0.302
N 0.557 -0.614 0.275
```

Total energy: -345.0344 Eh
HOMO: -8.22 eV
Frontier orbital gap: 9.16 eV
LUMO energy: 0.94 eV

Mulliken population analysis, charges in e, atoms 1 to 8: -1.188 0.671 -0.654 0.067 -0.762 -0.893 0.274 0.235


No. 6
Molecular formula: C6H12N2
Method: DFT, wB97M-V/def2-TZVPD

```
20
Properties=species:S:1:pos:R:3
C -0.548 0.231 1.212
C 2.073 0.456 0.053
C -1.618 -1.311 -0.390
C 0.985 -0.512 -0.335
C -0.693 -0.130 -0.166
N -0.455 1.543 1.566
C -0.508 0.782 -1.266
N 1.337 -1.655 -0.772
H -0.596 -0.525 1.985
H -0.890 2.215 0.943
H -0.402 1.787 2.542
H 0.588 -2.285 -1.038
H 2.702 0.653 -0.815
H 1.695 1.399 0.435
H 2.696 -0.008 0.821
H -1.548 -2.053 0.407
H -1.395 -1.816 -1.331
H -2.649 -0.959 -0.426
H -0.037 1.745 -1.161
H -0.738 0.445 -2.264
```

Total energy: -345.1831 Eh
HOMO (alpha / beta): -6.51 / -6.10 eV
Frontier orbital gap (alpha / beta): 7.28 / 6.70 eV
LUMO energy (alpha / beta): 0.77 / 0.59 eV

Mulliken population analysis, charges in e, atoms 1 to 8: -0.867 -1.192 -1.545 0.606 1.677 -0.334 -1.395 -0.797


No. 7
Molecular formula: C6H12N2
Method: DFT, wB97M-V/def2-TZVPD

```
20
Properties=species:S:1:pos:R:3
C 0.939 0.683 -0.246
C 1.956 -0.221 -0.909
C 1.317 1.128 1.151
C -1.072 -1.024 0.057
C -0.860 0.340 -0.429
N -2.296 -1.638 0.051
C -1.814 1.276 -0.397
N -0.018 -1.621 0.533
H 0.854 1.574 -0.871
H -3.000 -1.208 -0.533
H -2.301 -2.647 0.024
H -0.267 -2.492 1.005
H 2.199 1.780 1.101
H 1.547 -0.696 -1.803
H 2.328 -0.998 -0.237
H 2.825 0.377 -1.213
H 0.513 1.705 1.616
H 1.566 0.290 1.806
H -2.810 1.096 0.006
H -1.606 2.296 -0.711
```

Total energy: -345.2580 Eh
SMILES string: [H]/N=C(\N)C(=C)C(C)C
HOMO: -8.93 eV
Frontier orbital gap: 9.75 eV
LUMO energy: 0.82 eV

Mulliken population analysis, charges in e, atoms 1 to 8: 0.476 -1.399 -1.336 0.542 0.094 -0.513 -0.990 -0.554


No. 8
Molecular formula: C6H12N2
Method: DFT, wB97M-V/def2-TZVPD

```
20
Properties=species:S:1:pos:R:3
C -0.945 0.144 -1.779
C -1.923 -0.144 0.389
N -0.677 -0.328 -0.401
H 0.327 -0.484 0.718
H -1.773 -0.399 -2.241
H -0.076 -0.003 -2.422
H -1.124 1.220 -1.771
H -2.728 -0.771 -0.001
H -2.178 0.917 0.415
H -1.746 -0.440 1.425
C 1.200 1.078 1.799
C 1.086 0.619 0.364
N 1.670 1.278 -0.576
C 0.393 -1.814 -0.788
C 1.034 -2.838 -0.731
H 2.103 2.140 -0.243
H 0.359 0.647 2.348
H 2.093 0.625 2.233
H 1.148 2.166 1.880
H 1.756 -3.612 -0.620
```

Total energy: -344.9428 Eh
HOMO: -7.09 eV
Frontier orbital gap: 6.96 eV
LUMO energy: -0.14 eV

Mulliken population analysis, charges in e, atoms 1 to 8: -1.140 -0.937 -0.116 0.181 0.378 0.346 0.379 0.333


Looking at relative energy (zero: lowest compared OMol25 entry of this formula, charge and spin) for the records above, in order, we have 1.648, 1.843, 0.572, 3.373, 7.986, 3.940, 1.902, 10.477 eV.